[1]
Here is C25H33O2SeTb as an isolated structure at a distorted geometry from OMol25. Energies are from the ωB97M-V functional and the def2-TZVPD basis.

The geometry in XYZ format:
```
62
Properties=species:S:1:pos:R:3:mulliken_charge:R:1
O -0.770 2.367 -1.844 -0.15
C 0.271 3.192 -2.507 -0.20
C -0.514 4.485 -2.306 -0.94
H 0.288 2.848 -3.556 0.27
H 1.302 3.111 -2.106 0.06
C -1.699 3.546 -1.822 1.44
H -0.706 4.980 -3.283 0.28
H -0.071 5.188 -1.635 0.34
C -2.648 3.441 -3.007 -1.57
H -2.128 3.223 -3.955 0.36
H -3.272 4.348 -3.180 0.34
H -3.331 2.627 -2.823 0.35
C -2.315 3.579 -0.390 -1.13
H -1.701 4.151 0.346 0.31
H -2.426 2.535 0.014 -0.14
H -3.298 4.089 -0.298 0.43
Tb 0.339 -0.541 0.096 0.62
C 0.895 0.932 2.164 -1.18
C 1.964 0.023 1.901 -0.09
C 2.639 0.461 0.723 -1.22
H 2.342 -0.666 2.645 0.88
C 1.992 1.668 0.306 -0.75
C 0.931 1.965 1.214 -0.42
H 0.383 2.911 1.238 0.49
H 0.228 0.850 3.011 0.81
H 3.587 0.067 0.357 0.53
H 2.359 2.354 -0.456 0.63
C -1.213 -0.879 2.026 -0.55
C -1.842 0.300 1.544 -0.60
C -2.599 -0.051 0.393 -0.42
H -1.891 1.252 2.061 0.45
C -2.402 -1.442 0.145 -1.10
C -1.545 -1.957 1.158 -0.31
H -1.277 -3.007 1.278 0.51
H -0.568 -0.967 2.889 0.73
H -3.321 0.585 -0.120 0.52
H -2.942 -2.048 -0.586 0.51
O 0.537 -1.218 -2.216 -0.03
C -0.138 -1.271 -3.531 -0.67
C 0.567 -2.233 -4.513 -0.48
H -0.286 -0.302 -3.978 0.35
H -1.112 -1.668 -3.283 0.31
C 1.326 -3.152 -3.572 -0.66
H 1.232 -1.731 -5.216 0.27
H -0.124 -2.798 -5.140 0.29
C 1.128 -2.539 -2.144 -0.57
H 2.374 -3.223 -3.870 0.26
H 0.935 -4.181 -3.583 0.32
H 2.059 -2.534 -1.542 0.43
H 0.382 -3.155 -1.620 0.41
Se 1.502 -2.814 1.237 -0.17
C 1.438 -2.871 3.123 0.17
C 0.287 -3.182 3.887 -0.57
C 0.082 -2.497 5.073 -0.26
C 1.168 -1.818 5.650 -0.49
C 2.444 -1.929 5.081 -0.03
C 2.607 -2.587 3.870 -0.82
H -0.444 -3.893 3.527 0.41
H -0.911 -2.434 5.530 0.37
H 1.010 -1.186 6.535 0.34
H 3.304 -1.485 5.584 0.38
H 3.593 -2.818 3.476 0.34
```

**Kohn-Sham gap (alpha / beta)**: 7.029 / 7.062 eV
**<S²>**: 12.715
**LUMO energy (alpha / beta)**: 0.309 / 0.312 eV
**2S+1**: 7
**Relative energy (zero: lowest compared OMol25 entry of this formula, charge and spin)**: 2.195 eV
**Electronic energy**: -4348.6707 hartree

=====

[2]
Here is a 2-piece molecular cluster, C25H33O4Si overall at a distorted geometry from OMol25. Energies are from the ωB97M-V functional and the def2-TZVPD basis.

The geometry in XYZ format:
```
63
Properties=species:S:1:pos:R:3:mulliken_charge:R:1
C 2.763 5.425 -2.082 -1.28
C 2.650 3.987 -1.584 -0.39
C 1.641 3.137 -2.340 -0.40
C 1.583 1.742 -1.733 -0.57
O 0.585 0.963 -2.462 -0.34
C 0.567 -0.364 -2.171 0.74
C -0.015 -0.916 -1.053 -0.51
O 1.179 -1.148 -3.088 -0.39
Si 0.554 -1.766 -4.558 0.35
C 1.908 -2.914 -5.103 -0.98
C -1.029 -2.647 -4.150 -1.01
C 0.310 -0.348 -5.731 -0.98
H 3.482 5.969 -1.465 0.37
H 3.113 5.462 -3.117 0.32
H 1.803 5.943 -2.019 0.32
H 3.627 3.494 -1.652 0.33
H 2.369 3.984 -0.525 0.33
H 0.647 3.606 -2.304 0.29
H 1.936 3.064 -3.398 0.28
H 2.559 1.244 -1.830 0.34
H 1.284 1.771 -0.677 0.26
H -0.355 -1.933 -1.183 -0.13
H -0.316 -0.222 -0.270 0.19
H 1.623 -3.430 -6.029 0.34
H 2.839 -2.363 -5.292 0.29
H 2.117 -3.674 -4.338 0.28
H -1.434 -3.076 -5.079 0.39
H -0.863 -3.469 -3.440 0.25
H -1.787 -1.972 -3.730 0.33
H -0.175 -0.723 -6.644 0.37
H -0.325 0.436 -5.299 0.31
H 1.269 0.105 -6.015 0.30
C -3.461 4.371 5.143 -0.82
O -3.759 3.703 3.896 -0.42
C -3.141 2.520 3.644 0.90
C -3.458 1.882 2.420 -0.92
C -2.859 0.686 2.095 -0.49
C -1.921 0.070 2.964 0.51
C -1.230 -1.128 2.572 1.36
O -0.289 -1.532 3.465 -0.43
C 0.447 -2.678 3.220 0.46
C 0.319 -3.361 1.995 0.67
C 0.952 -4.633 1.911 -0.58
C 1.668 -5.136 2.987 -0.73
C 1.803 -4.394 4.173 -0.37
C 1.193 -3.152 4.293 -0.71
C -0.502 -2.777 0.996 -0.49
C -1.413 -1.804 1.372 -0.93
C -1.638 0.701 4.197 -0.78
C -2.222 1.907 4.534 -0.51
H -4.077 5.269 5.111 0.24
H -3.738 3.747 6.003 0.35
H -2.397 4.638 5.203 0.35
H -4.173 2.358 1.753 0.44
H -3.100 0.199 1.152 0.26
H 0.834 -5.203 0.986 0.41
H 2.136 -6.119 2.917 0.40
H 2.382 -4.789 5.007 0.40
H 1.258 -2.556 5.201 0.46
H -0.608 -3.316 0.057 0.67
H -2.202 -1.476 0.701 0.49
H -0.943 0.256 4.905 0.43
H -1.972 2.383 5.485 0.39
```

**Net charge**: +1
**Kohn-Sham gap**: 6.229 eV
**LUMO energy**: -4.711 eV
**2S+1**: 1
**Electronic energy**: -1562.6570 hartree

=====

[3]
Here is C25H34FeGeN4S3 as an isolated structure at a distorted geometry from OMol25. Energies are from the ωB97M-V functional and the def2-TZVPD basis.

The geometry in XYZ format:
```
68
Properties=species:S:1:pos:R:3:mulliken_charge:R:1
Fe -0.130 0.921 1.182 -0.45
S 1.190 4.666 3.082 -0.32
C 2.055 3.480 3.983 0.82
C 2.854 3.609 5.132 -0.69
C 3.367 2.440 5.672 -0.38
C 3.196 1.185 5.086 -0.76
C 2.488 1.072 3.923 -0.42
C 1.870 2.220 3.388 -0.40
N 0.950 2.234 2.363 -0.09
C 0.534 3.458 2.109 1.01
C -0.411 3.716 1.019 1.34
C -0.666 5.021 0.598 -1.00
C -1.511 5.246 -0.439 -0.85
C -2.019 4.116 -1.099 -0.63
C -1.800 2.821 -0.690 0.54
C -0.960 2.596 0.410 -0.51
H 2.970 4.549 5.672 0.39
H 3.940 2.466 6.603 0.36
H 3.679 0.299 5.474 0.41
H 2.343 0.134 3.403 0.44
H -0.230 5.896 1.070 0.36
H -1.753 6.263 -0.694 0.45
H -2.622 4.266 -1.970 0.45
H -2.230 1.967 -1.245 0.47
S -1.427 -0.618 1.860 -0.51
C 4.996 -2.067 0.552 -1.08
C 4.012 -2.082 -0.620 -0.57
C 3.132 -0.852 -0.689 0.36
N 2.157 -0.561 0.092 -0.71
N 1.497 0.599 -0.188 0.88
C 1.997 1.236 -1.213 0.19
N 1.542 2.381 -1.681 -0.32
S 3.348 0.392 -1.886 -0.17
H 5.659 -2.949 0.551 0.37
H 4.386 -2.118 1.452 0.27
H 5.596 -1.152 0.568 0.33
H 3.381 -2.960 -0.556 0.27
H 4.557 -2.177 -1.557 0.40
H 0.700 2.777 -1.277 0.04
H 1.914 2.833 -2.515 0.21
C -5.024 -4.246 -0.289 -1.28
C -3.802 -4.080 -1.234 0.00
C -2.454 -4.452 -0.644 -0.59
C -2.100 -3.524 0.539 -0.87
Ge -2.344 -1.651 0.109 0.21
C -1.315 -1.136 -1.459 0.28
C -2.075 -1.220 -2.782 -0.99
C -1.413 -0.343 -3.878 -0.45
C 0.064 -0.700 -4.163 -0.94
H -5.913 -3.800 -0.758 0.35
H -4.789 -3.734 0.666 0.27
H -5.258 -5.294 -0.139 0.37
H -3.772 -3.039 -1.593 -0.14
H -4.048 -4.679 -2.140 0.44
H -1.672 -4.336 -1.394 0.26
H -2.470 -5.534 -0.331 0.38
H -1.063 -3.668 0.850 0.48
H -2.704 -3.789 1.415 0.47
H -3.724 -1.103 -0.097 0.03
H -0.326 -1.660 -1.479 0.34
H -1.031 -0.103 -1.277 -0.33
H -3.104 -0.866 -2.644 0.45
H -2.137 -2.276 -3.106 0.42
H -1.434 0.698 -3.543 0.15
H -1.996 -0.389 -4.807 0.43
H 0.687 -0.804 -3.258 -0.01
H 0.495 0.063 -4.792 0.39
H 0.172 -1.654 -4.696 0.35
```

**Net charge**: +1
**Kohn-Sham gap (alpha / beta)**: 8.196 / 7.324 eV
**<S²>**: 8.768
**LUMO energy (alpha / beta)**: -3.042 / -4.102 eV
**2S+1**: 6
**Electronic energy**: -5727.0587 hartree